1.
{"formula": "C31H41N2O8PdS2Si", "method": "wB97M-V/def2-TZVPD", "elements": ["Pd", "S", "S", "Si", "O", "O", "O", "O", "O", "O", "O", "O", "N", "N", "C", "C", "C", "C", "C", "C", "C", "C", "C", "C", "C", "C", "C", "C", "C", "C", "C", "C", "C", "C", "C", "C", "C", "C", "C", "C", "C", "C", "C", "C", "C", "H", "H", "H", "H", "H", "H", "H", "H", "H", "H", "H", "H", "H", "H", "H", "H", "H", "H", "H", "H", "H", "H", "H", "H", "H", "H", "H", "H", "H", "H", "H", "H", "H", "H", "H", "H", "H", "H", "H", "H", "H"], "xyz": [[0.022, 0.623, -1.994], [0.869, 0.550, 0.145], [0.442, -2.300, -3.792], [-0.061, 0.790, 2.151], [1.977, 1.254, -2.848], [-0.704, -0.626, 2.523], [1.241, 1.130, 3.020], [3.363, 3.003, -3.084], [-2.116, 1.268, -1.979], [-1.132, 1.961, 1.984], [-3.550, 2.979, -2.207], [-0.071, 6.822, -2.843], [-0.078, 2.771, -2.493], [-0.389, -1.347, -2.787], [0.927, -2.343, 1.974], [3.169, -5.074, -2.567], [-1.364, -2.878, 2.841], [2.276, 2.513, -2.893], [3.240, -3.234, -1.017], [-2.748, 3.670, 2.279], [1.094, 4.793, -2.826], [-1.226, 3.420, -2.382], [-0.187, -1.917, 2.925], [2.151, -4.450, -3.271], [1.677, -3.225, -2.826], [-1.300, 4.788, -2.485], [-2.524, 2.167, 2.356], [3.525, 1.735, 3.268], [-2.440, 2.501, -2.174], [-3.397, 1.425, 1.354], [1.056, 3.427, -2.715], [-2.068, -5.457, -3.447], [2.225, -2.602, -1.718], [-1.314, -3.635, -5.416], [-0.732, -3.608, -4.158], [1.969, 3.245, 2.005], [-2.282, -4.591, -5.686], [3.711, -4.468, -1.441], [-0.114, 5.497, -2.714], [2.109, 2.283, 3.180], [1.688, 2.961, 4.478], [-2.765, 1.668, 3.777], [-1.097, -4.510, -3.167], [-2.659, -5.495, -4.704], [0.332, -1.813, 4.354], [2.026, 5.312, -3.001], [0.944, 3.614, 1.935], [4.505, -4.959, -0.894], [-3.794, 1.865, 4.074], [1.133, -1.076, 4.408], [3.597, 1.018, 4.086], [2.305, 3.837, 4.678], [-3.172, 1.750, 0.338], [-2.097, 2.182, 4.472], [-1.189, -1.799, -2.361], [-2.578, 0.597, 3.842], [3.669, -2.756, -0.146], [-1.756, -2.916, 1.824], [1.874, -1.629, -1.412], [4.233, 2.544, 3.448], [1.268, -3.347, 2.225], [3.796, 1.235, 2.337], [0.710, -2.779, 4.690], [-2.111, 4.184, 2.999], [1.771, -1.653, 2.052], [1.787, 2.261, 5.308], [-0.619, -4.482, -2.196], [-0.946, 7.219, -2.786], [0.565, -2.341, 0.941], [-3.416, -6.238, -4.916], [-2.262, 5.277, -2.398], [1.729, -4.923, -4.150], [3.542, -6.033, -2.898], [-1.045, -3.880, 3.132], [2.642, 4.092, 2.135], [2.232, 2.745, 1.068], [-4.450, 1.620, 1.554], [-1.018, -2.924, -6.177], [-2.361, -6.165, -2.683], [-3.788, 3.900, 2.509], [-3.215, 0.351, 1.425], [0.643, 3.270, 4.408], [-2.524, 4.040, 1.278], [-2.161, -2.560, 3.513], [-2.744, -4.631, -6.663], [-0.472, -1.501, 5.022]], "forces_ev_per_a": [[-0.550, 0.606, -1.013], [0.375, -0.125, -0.210], [-0.155, -0.505, 0.327], [-0.244, 0.220, 0.031], [-0.313, -1.057, 0.252], [-0.064, -0.045, -0.125], [0.044, -0.070, -0.043], [-0.024, -0.598, 0.007], [0.463, -1.061, 0.057], [0.040, 0.024, 0.096], [-0.021, -0.505, 0.176], [0.177, 0.148, -0.011], [0.204, -0.327, 0.448], [0.082, 0.783, 0.258], [-0.121, 0.250, 0.032], [0.008, 0.013, -0.009], [0.042, 0.092, -0.007], [-0.408, 1.754, 0.091], [0.039, -0.035, -0.004], [0.051, -0.087, -0.018], [-0.025, 0.216, -0.028], [-0.370, -0.519, 0.063], [0.087, -0.311, 0.123], [-0.055, -0.043, -0.129], [-0.177, 0.212, -0.117], [0.048, 0.174, -0.077], [-0.336, 0.105, 0.022], [-0.134, -0.027, -0.017], [0.507, 1.626, -0.194], [0.201, -0.008, 0.021], [0.316, -0.417, -0.073], [0.022, 0.039, 0.024], [-0.019, -0.015, -0.031], [0.085, 0.105, -0.096], [0.238, 0.195, -0.009], [-0.186, -0.236, 0.018], [-0.069, -0.084, 0.028], [-0.011, 0.003, 0.070], [-0.113, -0.393, 0.066], [0.144, 0.265, 0.162], [-0.043, -0.176, -0.094], [0.287, 0.042, -0.110], [0.000, -0.012, 0.095], [0.010, 0.010, -0.021], [-0.092, 0.161, -0.117], [0.010, -0.053, -0.048], [0.036, 0.049, -0.026], [0.001, 0.002, -0.014], [-0.005, 0.003, -0.010], [0.042, -0.041, 0.039], [0.027, 0.003, -0.002], [0.008, 0.002, -0.010], [-0.053, -0.004, 0.029], [-0.047, 0.000, 0.024], [0.110, -0.313, 0.047], [-0.053, -0.069, 0.025], [0.001, 0.005, -0.012], [0.001, 0.001, 0.002], [-0.039, 0.064, 0.064], [0.001, -0.001, 0.000], [0.035, 0.000, -0.025], [0.017, 0.000, 0.009], [0.006, -0.003, 0.000], [0.005, 0.023, -0.016], [0.052, -0.062, -0.003], [0.003, 0.037, 0.028], [-0.010, -0.007, 0.007], [-0.096, -0.024, 0.024], [0.003, -0.073, 0.005], [0.005, 0.008, -0.015], [-0.014, -0.028, -0.033], [0.001, -0.002, 0.012], [-0.015, 0.002, -0.014], [-0.014, -0.005, 0.001], [0.002, 0.013, 0.000], [0.060, 0.049, -0.014], [-0.012, -0.026, 0.011], [0.015, 0.009, 0.031], [-0.003, -0.007, -0.012], [0.005, 0.016, -0.007], [-0.049, -0.005, -0.012], [0.015, 0.059, 0.027], [-0.007, -0.008, -0.012], [-0.008, -0.002, -0.016], [0.015, 0.028, -0.009], [0.008, -0.025, 0.013]], "de_lowest_ev": 0.408, "lumo_energy_ev": [-2.3, -6.3], "e_homo_ev": [-12.0, -12.1], "molar_mass_g_mol": 768.315, "spin_multiplicity": 5, "s2": 6.020, "charge": 1, "gap_ev": [9.79, 5.78]}

=====

2.
{"formula": "C45H55ClN5O5P3Tl", "method": "wB97M-V/def2-TZVPD", "elements": ["Tl", "Cl", "P", "P", "P", "O", "O", "O", "O", "O", "N", "N", "N", "N", "N", "C", "C", "C", "C", "C", "C", "C", "C", "C", "C", "C", "C", "C", "C", "C", "C", "C", "C", "C", "C", "C", "C", "C", "C", "C", "C", "C", "C", "C", "C", "C", "C", "C", "C", "C", "C", "C", "C", "C", "C", "C", "C", "C", "C", "C", "H", "H", "H", "H", "H", "H", "H", "H", "H", "H", "H", "H", "H", "H", "H", "H", "H", "H", "H", "H", "H", "H", "H", "H", "H", "H", "H", "H", "H", "H", "H", "H", "H", "H", "H", "H", "H", "H", "H", "H", "H", "H", "H", "H", "H", "H", "H", "H", "H", "H", "H", "H", "H", "H", "H"], "xyz": [[-0.798, -0.271, -0.105], [-5.540, 1.740, -1.804], [1.973, 1.881, -0.117], [-2.783, -2.379, -1.173], [2.238, -1.029, -1.675], [-2.729, 0.610, -1.345], [-2.217, 1.394, -3.379], [-1.543, -3.253, -0.494], [-3.860, -3.575, -1.489], [-3.317, -1.954, 0.307], [-2.090, 1.283, 1.856], [1.120, -0.363, 3.043], [2.720, -2.397, 3.871], [-2.627, 0.809, 2.883], [-1.391, -1.238, 2.653], [2.088, -3.183, 0.024], [3.751, 1.851, -0.672], [-4.612, -1.347, 0.423], [3.986, -4.779, -1.191], [0.589, 5.388, -2.782], [3.930, 1.208, -2.058], [1.407, 3.311, -1.118], [-1.993, 3.095, 0.317], [2.296, -1.819, -4.445], [3.675, -3.542, -1.735], [3.930, -0.330, -2.031], [-2.366, -3.256, 3.480], [1.420, 5.648, -1.698], [-3.423, -1.159, 3.905], [0.169, 4.092, -3.038], [1.146, 3.470, 2.054], [3.299, 2.843, 3.682], [-3.005, 0.978, -2.529], [-2.431, -0.546, 3.137], [-2.372, 4.354, -0.103], [2.713, -2.730, -1.137], [-0.184, -0.657, -4.932], [1.832, 4.617, -0.871], [-3.778, 4.584, 1.845], [2.404, -4.417, 0.575], [-3.403, 3.329, 2.272], [-4.489, 0.846, -2.933], [-3.252, 5.104, 0.664], [0.522, -1.243, -5.970], [-3.386, -2.529, 4.080], [3.235, 2.339, 2.387], [1.201, 3.955, 3.351], [1.298, -0.536, 4.509], [-4.256, -3.802, -2.843], [-2.494, 2.574, 1.513], [0.574, 3.057, -2.206], [2.278, 3.643, 4.171], [3.351, -5.222, -0.039], [1.643, -2.010, 4.789], [0.352, -0.661, -3.652], [1.601, -1.226, -3.390], [-1.384, -2.563, 2.799], [2.169, 2.665, 1.543], [-0.904, -4.204, -1.345], [1.756, -1.832, -5.720], [4.195, -3.216, -2.626], [0.269, 6.198, -3.424], [-4.543, -4.848, -2.925], [4.609, -0.691, -1.254], [-1.320, 2.505, -0.288], [0.390, -0.247, 5.034], [3.594, -1.968, 4.158], [-3.797, 2.899, 3.181], [-4.871, -1.368, 1.480], [0.223, 2.049, -2.407], [2.875, -3.397, 3.852], [1.778, -1.054, 2.634], [2.307, -2.296, -6.528], [-4.486, 5.165, 2.420], [4.042, 1.712, 2.025], [-0.221, -0.202, -2.856], [-4.584, -0.317, 0.067], [2.481, 4.831, -0.030], [-0.352, -3.711, -2.153], [3.262, -2.281, -4.285], [0.118, -1.242, -6.973], [-4.788, -0.201, -2.893], [2.329, 4.034, 5.179], [-5.357, -1.916, -0.135], [1.370, 0.574, 2.719], [4.351, 1.292, 0.050], [0.406, 4.591, 3.719], [3.591, -6.193, 0.374], [1.752, 6.660, -1.501], [-1.140, -0.176, -5.094], [2.121, 0.096, 4.838], [-0.480, 3.875, -3.877], [4.887, 1.541, -2.462], [-4.203, -0.539, 4.322], [-2.316, -4.332, 3.559], [-0.205, -4.768, -0.734], [0.102, -0.615, 2.752], [4.157, 2.621, 4.305], [-0.543, -3.081, 2.348], [4.101, 2.885, -0.684], [1.905, -4.757, 1.475], [4.281, -0.712, -2.991], [-4.153, -3.026, 4.660], [-5.111, -3.176, -3.107], [0.772, -2.628, 4.569], [-4.637, 1.251, -3.928], [3.149, 1.564, -2.739], [-3.445, -3.596, -3.545], [4.731, -5.404, -1.667], [-3.545, 6.093, 0.336], [-1.634, -4.893, -1.773], [1.893, -2.133, 5.845], [-1.988, 4.753, -1.033], [1.324, -2.561, 0.482], [0.316, 3.738, 1.416]], "forces_ev_per_a": [[0.159, 0.243, -0.423], [-0.117, 0.044, 0.094], [0.185, 0.708, 0.240], [-0.144, -1.078, 0.075], [0.350, -0.553, -0.469], [0.060, 0.036, 0.435], [0.069, -0.074, 0.030], [-0.273, 0.099, -0.011], [0.165, 0.211, 0.095], [0.031, 0.069, 0.019], [-0.180, -0.969, 0.543], [-0.063, -0.311, -0.054], [-0.001, 0.211, 0.141], [-0.197, 1.041, -0.382], [-0.357, 0.188, 0.153], [0.027, -0.038, -0.046], [-0.179, -0.318, -0.185], [-0.058, 0.168, -0.041], [0.048, -0.018, -0.079], [-0.015, -0.030, -0.005], [-0.027, -0.179, 0.125], [-0.003, -0.165, 0.029], [0.004, -0.294, 0.273], [-0.056, -0.018, -0.031], [0.018, -0.058, 0.051], [-0.256, 0.268, 0.120], [-0.060, -0.011, 0.100], [0.049, 0.043, 0.052], [0.133, 0.261, -0.124], [-0.070, 0.014, -0.088], [0.077, -0.041, -0.028], [0.002, -0.088, 0.084], [-0.043, 0.066, -0.220], [0.136, -1.109, 0.234], [-0.023, 0.245, -0.034], [-0.168, 0.236, 0.090], [-0.063, 0.021, -0.040], [-0.047, 0.024, -0.109], [0.051, 0.074, -0.042], [-0.015, -0.042, 0.014], [0.168, -0.325, 0.027], [0.409, 0.024, 0.056], [-0.014, -0.081, -0.033], [-0.048, -0.005, 0.030], [0.068, -0.080, -0.127], [-0.013, 0.042, -0.090], [-0.045, 0.010, 0.058], [0.110, -0.354, 0.351], [-0.051, 0.026, -0.143], [-0.182, 1.067, -0.186], [0.034, -0.047, 0.112], [0.007, 0.030, 0.024], [-0.032, -0.015, 0.045], [0.060, 0.200, -0.366], [0.141, -0.088, 0.080], [-0.102, 0.103, 0.152], [0.057, 0.009, -0.017], [-0.022, -0.271, 0.026], [0.070, 0.014, -0.192], [0.094, -0.054, -0.034], [0.010, 0.017, 0.016], [0.008, -0.001, -0.012], [0.017, 0.014, -0.004], [0.015, -0.001, -0.009], [-0.006, 0.000, -0.056], [0.010, 0.102, -0.063], [0.020, -0.084, -0.029], [-0.058, 0.070, 0.025], [-0.003, -0.026, -0.056], [-0.051, 0.021, -0.026], [-0.088, 0.004, -0.036], [-0.112, 0.194, -0.152], [-0.008, 0.001, -0.003], [0.017, -0.014, 0.035], [0.007, 0.049, 0.049], [-0.034, 0.090, -0.051], [0.017, 0.024, -0.055], [0.013, 0.006, 0.002], [-0.011, -0.003, 0.025], [0.015, 0.046, 0.001], [-0.004, 0.003, -0.005], [0.013, 0.018, -0.023], [-0.003, 0.018, -0.004], [0.019, -0.016, 0.020], [-0.008, 0.091, -0.030], [-0.003, 0.028, -0.001], [-0.012, -0.009, -0.009], [0.022, 0.008, 0.009], [-0.012, 0.003, -0.001], [-0.003, -0.003, -0.008], [-0.040, 0.135, -0.052], [-0.024, -0.024, 0.029], [-0.050, 0.045, -0.064], [-0.044, -0.020, -0.007], [-0.007, -0.001, -0.017], [0.021, 0.021, -0.005], [0.574, 0.165, 0.002], [-0.013, -0.027, -0.009], [-0.019, -0.026, 0.006], [0.033, -0.005, 0.055], [-0.015, -0.003, -0.018], [0.057, -0.033, 0.039], [-0.003, -0.012, -0.003], [0.007, -0.018, 0.047], [-0.014, -0.058, 0.066], [-0.041, 0.003, 0.018], [0.082, 0.055, -0.058], [-0.003, -0.007, 0.027], [-0.002, 0.004, -0.008], [-0.018, -0.007, -0.020], [0.000, 0.010, 0.025], [-0.085, 0.075, 0.026], [0.054, -0.045, -0.012], [0.001, 0.003, 0.028], [-0.095, 0.040, -0.003]], "de_lowest_ev": 0.000, "lumo_energy_ev": -3.6, "e_homo_ev": -10.1, "molar_mass_g_mol": 1078.723, "spin_multiplicity": 1, "charge": 1, "gap_ev": 6.52}

=====

3.
{"formula": "CH3N5O2", "method": "wB97M-V/def2-TZVPD", "elements": ["O", "O", "N", "N", "N", "N", "N", "C", "H", "H", "H"], "xyz": [[0.280, 0.508, -1.540], [-1.889, 0.505, -1.496], [1.127, -0.835, 0.298], [-0.823, 0.786, -1.025], [0.233, 1.085, 1.043], [0.072, -1.501, 0.457], [1.301, 0.373, 0.712], [-0.835, 1.161, 0.413], [0.166, -2.503, 0.286], [-1.614, 1.674, 0.953], [1.982, -1.253, -0.101]], "forces_ev_per_a": [[-2.296, 1.536, 0.037], [-0.899, 0.489, -0.722], [0.482, -0.319, 1.018], [1.164, -2.342, 0.187], [0.919, -1.404, 2.187], [-1.357, -0.591, -0.208], [1.533, 0.494, -0.935], [0.845, 1.213, -0.800], [0.597, 0.457, -0.249], [-0.795, 0.123, -1.055], [-0.193, 0.345, 0.539]], "de_lowest_ev": 3.720, "lumo_energy_ev": -1.1, "e_homo_ev": -8.7, "molar_mass_g_mol": 117.068, "spin_multiplicity": 1, "gap_ev": 7.60}

=====

Q: Which calculated total energy values were calculated for the entries above? A: -85196.16904, -110324.11757, -12623.29818, in eV.